{
  "formula": "C7H16N2O",
  "method": "wB97M-V/def2-TZVPD",
  "de_lowest_kcal_mol": 166.4,
  "orbital_gap_ha": [0.251, 0.251],
  "total_energy_ev": -12540.0603,
  "e_homo_ev": [-6.23, -6.23],
  "symbols": ["C", "C", "C", "C", "C", "N", "C", "N", "C", "O", "H", "H", "H", "H", "H", "H", "H", "H", "H", "H", "H", "H", "H", "H", "H", "H"],
  "coordinates": [[-1.809, 0.688, -0.762], [2.294, -2.090, 0.184], [2.865, -0.013, 1.189], [-2.139, 1.811, 0.178], [-1.867, 1.042, -2.227], [2.218, -0.660, 0.082], [0.110, -0.249, 0.523], [-0.386, -0.650, 1.684], [0.210, 0.183, -0.634], [-2.606, -0.417, -0.440], [-2.456, -1.109, -1.094], [-0.394, 0.005, 2.453], [-0.480, -1.640, 1.856], [0.668, 0.400, -1.570], [1.792, -2.556, -0.668], [3.337, -2.449, 0.194], [2.438, -0.291, 2.180], [2.799, 1.072, 1.080], [3.937, -0.270, 1.247], [1.836, -2.496, 1.115], [-2.029, 1.489, 1.214], [-1.537, 0.209, -2.854], [-3.182, 2.128, 0.046], [-1.496, 2.669, -0.009], [-1.231, 1.900, -2.444], [-2.893, 1.294, -2.523]],
  "forces_ev_per_angstrom": [[1.9, -0.4, -0.7], [0.1, 0.1, 0.2], [0.1, -0.2, 0.1], [0.1, -0.1, 0.0], [-0.3, 0.1, 0.0], [-0.8, -0.1, 0.9], [3.3, -1.6, 0.9], [0.2, 0.6, -0.5], [-5.6, 1.8, -1.1], [0.2, 0.0, 0.0], [0.0, 0.1, 0.0], [0.1, -0.4, 0.0], [0.0, 0.2, 0.1], [0.6, -0.1, 0.2], [0.0, 0.0, 0.0], [0.0, 0.0, 0.0], [0.0, 0.0, -0.1], [0.0, 0.0, 0.0], [0.0, 0.0, 0.0], [0.0, 0.0, 0.0], [0.0, 0.0, 0.0], [0.0, 0.0, 0.0], [0.1, -0.1, 0.0], [0.0, 0.0, 0.0], [0.0, 0.0, 0.0], [0.0, 0.0, 0.0]],
  "lowdin_charge": [-0.51, -0.23, -0.23, -0.05, -0.08, -0.24, -0.21, 0.16, 0.11, -0.02, 0.10, 0.12, 0.12, 0.09, 0.06, 0.07, 0.06, 0.06, 0.07, 0.06, 0.07, 0.08, 0.09, 0.09, 0.08, 0.09]
}